This record from the Open Molecules 2025 dataset describes a cluster of 2 separate species, C3H8O2 in total. The level of theory is the ωB97M-V functional and the def2-TZVPD basis.

Calculated values
**Highest occupied orbital energy**: -8.96 eV
**Total charge**: 0
**Energy above the lowest of the compared OMol25 structures with the same formula, charge and spin**: 190.3 kJ/mol
**LUMO energy**: 0.638 eV
**SMILES string**: C=C(O)O.C
**DFT total energy**: -7334.0787 eV

Element x y z (Å)
C1 1.892 0.655 -1.050
C2 1.339 -0.524 -0.973
O1 0.153 -0.867 -1.531
O2 1.982 -1.680 -0.509
H1 1.364 1.452 -1.542
H2 2.762 0.735 -0.569
H3 0.080 -1.729 -1.062
H4 2.894 -1.399 -0.195
C3 -1.800 0.110 0.812
H5 -1.305 -0.302 1.638
H6 -1.915 -0.296 -0.188
H7 -1.346 1.029 0.473
H8 -2.779 0.226 1.220



This record from the Open Molecules 2025 dataset describes a cluster of 2 separate species, C3H8O2 in total. The level of theory is the ωB97M-V functional and the def2-TZVPD basis.

Calculated values
**<S²>**: 0.76
**Highest occupied orbital energy (spin up / spin down)**: -14.02 / -14.00 eV
**Total charge**: +1
**2S+1**: 2
**Energy above the lowest of the compared OMol25 structures with the same formula, charge and spin**: 266.4 kJ/mol
**LUMO energy (spin up / spin down)**: -7.423 / -10.769 eV
**DFT total energy**: -7323.8284 eV

Element x y z (Å)
O1 -1.762 -1.889 0.166
C1 -0.992 -2.276 0.985
H1 -0.815 -3.357 1.163
H2 -0.443 -1.510 1.572
C2 0.522 1.773 -0.413
O2 0.092 0.812 0.573
C3 1.714 1.292 -1.253
H3 -0.375 1.961 -1.008
H4 0.701 2.729 0.087
H5 0.893 0.362 0.884
H6 1.340 0.456 -1.850
H7 1.938 2.138 -1.895
H8 2.470 0.876 -0.592